No. 1
This record from OMol25 describes C50H63As2BF4MnNP as an isolated structure. The level of theory is the ωB97M-V functional and the def2-TZVPD basis.

CARTESIAN COORDINATES (ANGSTROEM)
As 2.54 -1.10 3.00
C -1.37 4.78 3.43
C -5.38 -0.43 -0.54
C 0.94 -4.31 -2.17
H 1.28 -1.24 -4.48
H -4.52 -0.37 0.98
C 1.39 2.34 1.29
C -1.16 -0.39 1.77
H -2.67 1.15 1.39
H 2.83 4.66 -0.02
H -2.35 4.74 2.96
C -3.91 -0.60 -2.89
H -0.90 -0.03 -3.31
C 0.98 -1.91 -2.45
H 0.76 -2.92 -0.57
C -3.81 -0.89 2.94
C -2.27 -2.87 2.99
H -3.25 -2.12 -0.24
H -2.29 0.14 0.00
C 2.01 0.83 -2.55
F 5.37 -0.90 -0.38
C 1.23 -3.36 -4.36
P 0.85 -0.26 -1.67
H 2.46 2.46 -5.49
C -2.08 -2.74 1.48
H -4.00 0.10 3.37
C -3.76 1.30 -6.73
H -2.67 -1.56 4.66
C 2.41 0.29 4.40
H -1.54 0.41 3.76
H 0.74 -2.89 3.45
H 0.87 -5.18 -1.52
H -0.82 -1.70 0.08
C -0.82 0.24 -2.25
H -5.97 -2.46 -0.94
H -4.66 1.59 -0.42
H -4.64 -2.61 -3.02
C 1.71 3.66 1.51
H 1.40 -3.61 5.78
H 4.51 3.20 -4.33
H 0.89 -1.93 5.70
H 6.47 -1.39 2.93
H -4.81 1.33 -4.87
H -0.44 -0.95 3.72
C 0.81 4.46 2.21
H -5.97 -0.36 0.37
C -3.86 1.49 -5.36
H 3.41 0.89 -0.91
C -2.44 0.13 1.09
C 1.16 -2.09 -3.82
H 5.49 -0.37 1.89
H -4.67 -1.52 3.17
C 4.07 2.10 -2.54
F 4.65 -3.08 -0.32
H -0.70 2.54 -4.74
C 1.73 -2.70 3.86
As -2.97 2.23 -2.71
C 0.20 1.75 1.76
C 5.54 -0.82 2.88
C 1.76 1.28 -3.85
H 1.20 -5.47 -3.96
C 1.65 -2.64 5.38
C -1.36 -0.55 3.29
C -1.55 2.14 -5.28
H -1.86 -3.73 1.05
H -3.34 -0.68 -3.80
H -1.20 1.92 -0.93
C -3.62 -0.79 1.43
C -3.91 0.59 -2.16
N 0.03 0.40 1.45
H -1.05 5.82 3.45
C 3.30 1.51 4.12
H 3.79 3.51 0.91
H -1.53 -0.40 -1.71
H -1.48 4.44 4.46
C -4.65 0.66 -0.98
C -4.64 -1.69 -2.45
C 1.12 -4.48 -3.54
H 5.59 -0.04 3.63
H 4.97 2.41 -2.03
C 2.99 4.25 0.98
H 1.36 0.58 4.45
H 2.37 -3.53 3.54
F 4.14 -1.73 -2.11
C -0.39 3.93 2.68
H 1.38 -3.48 -5.42
C 0.87 -3.04 -1.64
H -4.63 0.99 -7.30
H 4.30 1.36 4.50
H -1.39 -3.31 3.45
H -2.47 1.36 -8.45
H 4.45 -2.21 4.12
H -1.61 2.21 2.86
C 3.81 2.54 -3.83
Mn 1.53 -0.49 0.69
H 0.02 -2.22 1.58
C -1.45 1.94 -6.65
H 3.33 5.07 1.61
C -2.74 1.88 -4.62
C -3.36 -2.18 0.85
C 4.38 -1.77 3.12
H 2.60 -2.34 5.82
C 3.17 1.25 -1.91
H -0.43 2.38 -2.44
C -5.38 -1.61 -1.28
C -1.17 1.71 -2.01
C -2.54 -1.48 3.58
H -0.51 2.14 -7.16
H 4.42 -2.59 2.40
H 2.88 2.39 4.59
C -0.68 2.58 2.46
H -4.20 -2.84 1.06
H -3.11 -3.53 3.20
H 1.03 5.51 2.38
C -2.55 1.51 -7.38
C -0.92 -1.80 1.17
H 2.68 -0.16 5.35
C 2.66 2.12 -4.48
B 4.51 -1.84 -0.83
H 3.38 1.71 3.05
H 0.87 0.98 -4.37
F 3.05 -1.34 0.03
H 2.09 1.73 0.71

The HOMO energy (spin up / spin down) is -10.19 / -10.37 eV. The spin multiplicity is 5. As for the calculated total energy: -228196.9455 eV. The net charge is +1.

These are the Löwdin partial charges, in e, on atoms 1 to 4: As 1.275; C -0.039; C -0.134; C -0.058



No. 2
This record from OMol25 describes C50H64BrN4O4SSe3Ti as an isolated structure. The level of theory is the ωB97M-V functional and the def2-TZVPD basis.

CARTESIAN COORDINATES (ANGSTROEM)
H -6.88 -0.84 -2.50
H 2.96 2.51 6.01
C -5.71 1.16 -3.87
C -1.37 0.92 -3.75
C -0.06 4.30 -1.56
C 1.29 0.01 4.61
H 4.80 -4.22 0.50
C 4.75 0.51 2.43
H 3.62 -1.05 4.86
C 0.38 5.41 2.70
C -0.56 -5.76 2.57
H 1.36 0.53 -4.43
C 2.32 0.14 6.81
C 4.32 0.97 -0.23
H -0.32 -1.91 3.82
C -1.24 3.86 1.86
H 0.92 -3.19 3.88
H -1.91 6.95 -2.61
H 3.38 -1.85 -1.94
C 3.51 0.86 1.93
H -5.19 1.57 -4.74
Ti 1.42 1.29 -0.56
C -0.52 -3.96 0.83
H 0.47 -6.05 2.33
H -0.52 -5.01 3.37
H -0.39 7.25 3.50
C 3.78 -3.94 0.77
C -2.71 -4.84 1.74
C -3.08 -0.05 -1.73
C 5.82 0.41 1.54
H -3.09 0.79 -4.97
O 0.32 1.12 -2.07
C -1.67 5.96 -2.23
C -2.71 0.62 -3.97
H 6.41 0.54 -0.53
H 0.90 -2.01 2.55
C 0.72 -2.15 3.62
H 4.88 0.34 3.49
H 2.96 -2.62 5.37
C -0.54 1.49 -4.91
S 0.03 0.75 3.83
N 2.14 0.68 5.47
C -0.78 0.65 -6.18
H 1.17 2.51 5.96
H 3.26 -2.28 3.65
O 1.71 -0.68 -0.50
C 2.08 2.14 5.47
H -2.08 2.97 -5.41
H -1.08 -6.64 2.95
H 3.83 -3.15 1.52
H 0.46 6.25 -2.32
H -0.45 3.38 -5.98
H 2.32 -0.95 6.81
H -0.86 3.55 -4.27
C -1.33 -6.26 0.24
C -3.59 0.14 -3.00
C -1.02 2.93 -5.16
H 3.99 -4.83 -1.82
H -3.70 -0.42 -0.92
H -1.82 0.64 -6.50
N 3.32 1.11 0.64
C -5.10 -1.19 -4.50
C 1.03 -1.74 -0.12
H 3.29 -4.81 1.22
H -1.88 -7.14 0.60
C -1.76 0.26 -1.46
Br -3.33 7.16 3.25
C -5.85 -0.66 -2.19
H 1.42 5.65 2.89
C -1.94 5.95 2.79
H -1.84 -5.87 -0.64
C 0.80 -4.08 0.41
H -1.47 2.92 1.38
Se -1.06 0.12 0.32
H 2.45 -4.20 -2.42
H 3.27 0.49 7.22
N -1.03 3.46 -1.23
C -2.68 5.06 -1.90
C 1.60 -3.05 -0.07
C -0.32 -1.63 0.28
C -0.89 0.76 -2.43
H -3.05 3.09 -1.14
O 0.84 2.28 0.97
C -2.30 3.83 -1.41
C 0.97 1.52 -4.68
H -4.64 -2.12 -4.17
C -2.26 4.74 2.20
C 3.03 -3.43 -0.48
H -5.44 -1.60 -1.81
H -5.68 1.92 -3.09
N 1.59 -1.31 4.43
H 1.45 1.85 -5.61
H 2.11 2.52 4.45
H 2.48 -5.45 -1.17
C -1.28 -5.19 1.34
H -6.14 -1.39 -4.77
O 2.32 3.44 2.21
H -0.33 -6.58 -0.06
H 1.51 0.48 7.47
H -0.19 1.07 -7.00
H 1.26 2.21 -3.89
H -2.09 -2.50 1.06
H 6.80 0.14 1.90
C 2.98 -4.55 -1.53
C 2.93 -1.84 4.60
H -3.72 5.31 -2.03
H -5.87 0.06 -1.37
Se 1.77 3.75 -1.48
Se 3.73 1.26 -1.99
C 0.08 4.19 2.11
C 3.86 -2.30 -1.07
H -4.58 -0.85 -5.39
H -3.30 4.48 2.01
C 1.21 3.26 1.75
H -6.75 0.98 -4.14
C -5.05 -0.14 -3.38
C -0.62 6.30 3.05
H 4.83 -2.69 -1.37
C -0.35 5.59 -2.06
C -1.07 -2.70 0.75
H -3.28 -4.45 0.90
H -0.46 -0.38 -6.02
H 2.65 0.97 2.57
C 5.61 0.63 0.19
H 1.26 -5.07 0.46
H -3.22 -5.73 2.11
H -2.73 -4.09 2.54
H 4.02 -1.50 -0.35

The HOMO energy is -4.38 eV. The spin multiplicity is 1. As for the calculated total energy: -367079.5751 eV. For the energy above the lowest of the compared OMol25 structures with the same formula, charge and spin, the calculation gives 51.1 kJ/mol. The net charge is -1.

These are the Löwdin partial charges, in e, on atoms 1 to 4: H 0.081; H 0.087; C -0.049; C -0.069



Number 1: maximum force 1.8 eV/Å. Number 2: maximum force 0.6 eV/Å.